Density functional theory data (the ωB97M-V functional and the def2-TZVPD basis) for a cluster of 8 separate species, C30H65F3N4O16 in total.

```
118
Properties=species:S:1:pos:R:3
C 1.211 -4.147 -2.585
N 0.195 -4.949 -1.803
C -1.089 -4.887 -2.545
C 0.743 -6.421 -1.804
C 0.024 -4.489 -0.359
C 1.187 -4.528 0.623
O 2.214 -3.646 0.309
H 2.160 -4.416 -2.123
H 0.965 -3.091 -2.694
H 1.244 -4.682 -3.534
H -1.967 -5.347 -2.092
H -0.889 -5.231 -3.560
H -1.270 -3.813 -2.522
H 0.177 -7.113 -1.180
H 1.800 -6.604 -1.615
H 0.594 -6.830 -2.803
H -0.805 -5.179 -0.197
H -0.475 -3.521 -0.376
H 1.511 -5.563 0.511
H 0.661 -4.323 1.555
H 1.896 -2.748 0.193
C -0.265 5.437 -4.314
N 0.262 5.344 -2.820
C 1.859 5.185 -2.908
C -0.185 6.666 -2.053
C -0.508 4.185 -2.221
C -0.197 3.890 -0.741
O 0.979 3.202 -0.544
H -0.230 4.421 -4.709
H 0.343 6.113 -4.915
H -1.322 5.671 -4.192
H 2.272 4.177 -2.962
H 2.247 5.528 -1.949
H 2.214 5.720 -3.789
H 0.329 6.636 -1.093
H -1.270 6.581 -1.991
H 0.203 7.541 -2.574
H -0.316 3.338 -2.879
H -1.580 4.378 -2.269
H -0.973 3.217 -0.376
H -0.306 4.854 -0.245
H 0.812 2.289 -0.299
C -4.270 0.573 4.041
N -3.104 -0.076 3.324
C -2.406 -1.009 4.423
C -3.625 -0.921 2.180
C -2.057 0.883 2.766
C -2.474 1.943 1.852
O -2.774 1.460 0.417
H -4.654 1.303 3.329
H -3.981 1.222 4.867
H -5.011 -0.149 4.384
H -1.958 -0.399 5.207
H -1.652 -1.485 3.795
H -3.080 -1.795 4.764
H -2.857 -1.344 1.534
H -3.908 -0.204 1.409
H -4.450 -1.556 2.504
H -1.170 0.337 2.444
H -1.783 1.265 3.749
H -1.688 2.676 1.671
H -3.226 2.628 2.244
H -2.033 0.893 0.192
C 2.438 -0.056 2.743
N 3.238 1.001 3.560
C 4.660 0.670 3.987
C 3.435 2.180 2.620
C 2.438 1.410 4.842
C 2.168 0.255 5.897
O 0.811 -0.272 5.651
H 2.226 -0.909 3.388
H 3.121 -0.331 1.940
H 1.495 0.427 2.487
H 5.197 1.446 4.535
H 5.293 0.315 3.174
H 4.536 -0.262 4.539
H 4.130 1.864 1.843
H 3.994 2.961 3.136
H 2.429 2.402 2.263
H 1.519 1.901 4.521
H 2.990 2.202 5.347
H 2.113 0.688 6.896
H 3.015 -0.426 5.975
H 0.156 0.406 5.826
C 0.049 -0.317 0.027
O 0.469 0.823 0.282
O -1.128 -0.410 -0.262
O 0.860 -1.294 0.148
C -4.167 -1.474 -1.393
C -4.118 -2.958 -0.891
O -4.464 -3.802 -1.989
C -4.744 -2.993 -3.065
O -5.013 -3.409 -4.228
O -4.626 -1.683 -2.663
F -4.954 -3.046 0.188
H -3.165 -1.072 -1.545
H -4.956 -0.902 -0.904
H -3.130 -2.926 -0.431
C 3.429 0.535 -0.695
C 3.050 -0.210 -1.958
O 3.958 -1.286 -1.884
C 4.899 -1.105 -0.956
O 5.665 -2.031 -0.595
O 4.621 -0.023 -0.234
F 3.324 0.524 -3.058
H 2.714 0.085 -0.006
H 3.424 1.601 -0.919
H 2.061 -0.668 -1.968
C -1.708 0.228 -3.576
C -0.512 -0.753 -3.483
O 0.543 -0.125 -4.133
C 0.190 1.076 -4.673
O 0.843 1.852 -5.337
O -1.167 1.247 -4.347
F -0.949 -1.830 -4.080
H -2.082 0.634 -2.635
H -2.530 -0.224 -4.130
H -0.381 -1.023 -2.435
```

Computed properties:
Spin multiplicity: 2
ΔE to the lowest compared entry with this formula, charge and spin: 0.000 eV
Expectation value of S²: 0.758
Net charge: +3
Calculated total energy: -2903.396522 Eh
Molecular weight: 794.9 g/mol
Gap between HOMO and LUMO (spin up / spin down): 10.0 / 6.1 eV

Density functional theory data (the ωB97M-V functional and the def2-TZVPD basis) for a cluster of 8 separate species, C30H66BrF9N17O15P2S in total.

```
141
Properties=species:S:1:pos:R:3
C 0.953 -0.870 3.700
C 0.903 -1.500 2.324
O 1.535 -2.503 2.084
N 0.087 -0.906 1.328
C -1.185 -1.608 1.090
C -1.244 -2.376 -0.244
C 0.048 -2.358 -1.094
C -0.068 -1.361 -2.273
C 1.228 -0.601 -2.718
C 0.727 0.095 -4.022
N 2.192 -1.668 -3.167
C 3.487 -1.927 -2.450
C 3.885 -3.413 -2.332
C 2.827 -4.396 -1.786
C 2.776 -4.517 -0.256
C 2.054 -5.822 0.145
C 0.549 -5.832 -0.065
O 0.162 -6.169 -1.424
C -1.192 -6.008 -1.585
C -1.673 -5.128 -2.724
O -1.987 -6.508 -0.841
P 4.948 -1.170 -3.482
O 5.238 -2.237 -4.708
Br 4.134 0.575 -4.619
C 3.598 -1.279 -1.059
C 3.049 0.161 -0.853
N 2.769 0.264 0.599
P 4.440 1.443 -1.190
O 5.804 0.512 -0.995
O 4.407 2.332 0.205
C 1.666 0.389 -1.596
S 1.357 2.156 -1.890
O 1.572 2.811 -0.621
O 2.105 2.728 -2.966
C -0.421 2.641 -2.244
F -0.349 3.974 -2.013
F -0.759 2.554 -3.537
C -1.542 2.094 -1.294
F -1.972 3.098 -0.501
F -1.106 1.116 -0.465
C -2.796 1.567 -2.041
F -3.413 2.578 -2.666
F -2.432 0.649 -2.967
C -3.844 0.856 -1.129
F -4.246 1.597 -0.108
F -3.400 -0.327 -0.714
F -4.908 0.615 -1.926
H 0.957 0.223 3.655
H 1.825 -1.234 4.235
H 0.065 -1.139 4.279
H -0.070 0.052 1.619
H -1.362 -2.304 1.915
H -1.991 -0.879 1.164
H -2.096 -2.056 -0.844
H -1.447 -3.423 -0.005
H 0.113 -3.358 -1.528
H 0.946 -2.144 -0.517
H -0.428 -1.892 -3.161
H -0.833 -0.629 -2.023
H 1.344 0.936 -4.328
H 0.694 -0.629 -4.842
H -0.314 0.376 -3.887
H 2.449 -1.508 -4.144
H 1.662 -2.547 -3.223
H 4.262 -3.831 -3.262
H 4.725 -3.445 -1.635
H 3.154 -5.383 -2.127
H 1.837 -4.289 -2.241
H 2.242 -3.707 0.243
H 3.789 -4.563 0.149
H 2.242 -6.078 1.186
H 2.474 -6.614 -0.484
H 0.060 -4.896 0.216
H 0.137 -6.604 0.589
H -2.400 -5.647 -3.344
H -2.190 -4.282 -2.270
H -0.852 -4.764 -3.342
H 4.382 -2.491 -5.097
H 4.662 -1.340 -0.819
H 3.109 -1.876 -0.285
H 2.090 0.989 0.787
H 3.619 0.425 1.122
H 6.539 1.125 -0.870
H 5.297 2.514 0.534
H 0.979 0.167 -0.768
C -1.879 6.069 2.023
O -1.932 6.885 2.935
N -1.227 6.337 0.848
N -2.445 4.840 2.107
H -1.168 5.688 0.086
H -0.797 7.239 0.756
H -2.911 4.599 2.965
H -2.401 4.160 1.373
C -1.346 4.168 5.822
O -1.440 3.454 4.830
N -1.318 3.653 7.088
N -1.267 5.524 5.745
H -1.241 4.217 7.912
H -1.376 2.657 7.180
H -1.285 5.934 4.824
H -1.196 6.127 6.548
C 2.345 4.501 2.985
O 3.236 4.056 3.695
N 1.487 5.475 3.399
N 2.132 4.047 1.716
H 0.751 5.843 2.827
H 1.605 5.829 4.330
H 2.742 3.329 1.381
H 1.415 4.398 1.113
C -1.669 9.509 6.890
O -0.834 8.793 7.423
N -2.370 9.099 5.796
N -1.963 10.761 7.349
H -3.066 9.650 5.330
H -2.161 8.184 5.439
H -1.461 11.083 8.154
H -2.645 11.361 6.927
C -2.073 -3.722 5.043
O -2.731 -3.734 4.016
N -0.808 -4.240 5.111
N -2.546 -3.188 6.209
H -0.251 -4.238 5.944
H -0.432 -4.645 4.275
H -3.471 -2.802 6.194
H -2.024 -3.171 7.064
C -5.956 -1.909 -4.689
O -5.058 -2.447 -4.060
N -6.593 -2.525 -5.729
N -6.392 -0.646 -4.402
H -7.332 -2.103 -6.256
H -6.297 -3.454 -5.962
H -5.943 -0.175 -3.641
H -7.121 -0.178 -4.905
C 1.584 -4.111 -5.752
O 2.679 -3.822 -5.263
N 0.746 -4.982 -5.134
N 1.147 -3.580 -6.921
H -0.154 -5.237 -5.496
H 1.060 -5.388 -4.268
H 1.757 -2.940 -7.397
H 0.262 -3.806 -7.335
```

Computed properties:
Net charge: +1
Calculated total energy: -7796.005025 Eh
Molecular weight: 1249.9 g/mol
Gap between HOMO and LUMO: 8.5 eV